Computed, not measured: C5H10O in the gas phase, with wB97M-V/def2-TZVPD.

CARTESIAN COORDINATES (ANGSTROEM)
1 C -0.651 1.815 0.200
2 C -1.034 0.337 0.247
3 C 0.079 -0.658 -0.047
4 C 0.972 -0.424 -1.237
5 C 0.579 -1.517 1.028
6 O -0.367 -2.009 0.093
7 H -0.267 2.113 -0.781
8 H 0.114 2.071 0.940
9 H -1.524 2.442 0.406
10 H -1.842 0.148 -0.471
11 H -1.449 0.093 1.232
12 H 0.411 -0.165 -2.142
13 H 1.679 0.386 -1.033
14 H 1.535 -1.340 -1.437
15 H 0.199 -1.385 2.040
16 H 1.576 -1.954 0.957

Calculated values
* energy above the lowest of the compared OMol25 structures with the same formula, charge and spin: 25.5 kcal/mol
* HOMO level: -10.10 eV
* SMILES: CC[C@@]1(C)CO1
* E: -271.71200 Ha

Computed, not measured: C5H10O in the gas phase, with wB97M-V/def2-TZVPD.

CARTESIAN COORDINATES (ANGSTROEM)
1 C 2.210 -0.728 -0.083
2 O 1.426 0.423 -0.229
3 C 0.433 0.634 0.758
4 C -0.880 0.882 0.049
5 C -2.068 -0.033 0.192
6 C -1.205 -0.105 -1.029
7 H 1.642 -1.570 0.344
8 H 2.551 -1.028 -1.080
9 H 3.083 -0.537 0.554
10 H 0.365 -0.237 1.429
11 H 0.718 1.499 1.372
12 H -1.099 1.927 -0.164
13 H -3.056 0.404 0.078
14 H -2.019 -0.855 0.902
15 H -0.528 -0.952 -1.119
16 H -1.573 0.275 -1.974

Calculated values
* energy above the lowest of the compared OMol25 structures with the same formula, charge and spin: 41.1 kcal/mol
* HOMO level: -9.61 eV
* SMILES: COCC1CC1
* E: -271.68707 Ha

Computed, not measured: C5H10O in the gas phase, with wB97M-V/def2-TZVPD.

CARTESIAN COORDINATES (ANGSTROEM)
1 C 2.107 -0.334 -0.153
2 C 0.875 0.520 -0.381
3 O 0.967 1.690 -0.686
4 C -0.481 -0.159 -0.203
5 C -1.606 0.697 -0.776
6 C -0.718 -0.479 1.282
7 H 2.158 -0.664 0.891
8 H 2.071 -1.235 -0.776
9 H 3.000 0.246 -0.389
10 H -0.435 -1.116 -0.743
11 H -1.435 0.917 -1.833
12 H -1.667 1.654 -0.248
13 H -2.568 0.182 -0.680
14 H -0.708 0.438 1.884
15 H 0.041 -1.159 1.684
16 H -1.695 -0.956 1.412

Calculated values
* energy above the lowest of the compared OMol25 structures with the same formula, charge and spin: 0.1 kcal/mol
* HOMO level: -9.54 eV
* SMILES: CC(=O)C(C)C
* E: -271.75242 Ha

Computed, not measured: 2 unconnected molecules or ions with the total composition C5H10O, with wB97M-V/def2-TZVPD.

CARTESIAN COORDINATES (ANGSTROEM)
1 C 0.432 -0.202 -1.701
2 C 1.202 0.340 -0.760
3 C 1.137 1.769 -0.312
4 H 0.522 -1.247 -1.985
5 H -0.317 0.387 -2.229
6 H 1.934 -0.289 -0.251
7 H 2.069 2.296 -0.551
8 H 0.998 1.823 0.773
9 H 0.312 2.301 -0.798
10 C -1.339 -1.636 0.949
11 C -0.969 -0.233 1.345
12 O -0.193 0.049 2.229
13 H -1.204 -1.756 -0.130
14 H -2.397 -1.816 1.173
15 H -0.719 -2.355 1.489
16 H -1.466 0.570 0.760

Calculated values
* energy above the lowest of the compared OMol25 structures with the same formula, charge and spin: 28.9 kcal/mol
* HOMO level: -9.67 eV
* SMILES: C=CC.CC=O
* E: -271.70652 Ha

Computed, not measured: C5H10O in the gas phase in a non-equilibrium geometry, with wB97M-V/def2-TZVPD.

CARTESIAN COORDINATES (ANGSTROEM)
1 O -2.377 -0.034 -0.146
2 C -1.016 0.146 -0.445
3 C -0.213 -1.182 -0.448
4 C 0.915 -0.757 0.460
5 C 1.329 0.634 -0.030
6 C -0.023 1.282 0.341
7 H -2.458 -0.718 0.533
8 H -1.014 0.572 -1.455
9 H -0.759 -2.045 -0.030
10 H 0.093 -1.467 -1.463
11 H 1.704 -1.497 0.633
12 H 0.295 -0.390 1.318
13 H 2.220 0.986 0.507
14 H 1.530 0.717 -1.104
15 H 0.107 1.528 1.425
16 H -0.334 2.223 -0.095

Calculated values
* energy above the lowest of the compared OMol25 structures with the same formula, charge and spin: 38.9 kcal/mol
* HOMO level: -9.83 eV
* SMILES: OC1CCCC1
* E: -271.69055 Ha

Computed, not measured: C5H10O in the gas phase in a non-equilibrium geometry, with wB97M-V/def2-TZVPD.

CARTESIAN COORDINATES (ANGSTROEM)
1 C 2.056 0.023 0.518
2 C 0.627 0.476 0.481
3 C -0.054 0.248 -1.193
4 C -0.776 -0.726 -0.416
5 C -2.025 -0.164 0.192
6 O -0.374 -1.869 -0.249
7 H 2.559 0.436 -0.349
8 H 2.566 0.349 1.430
9 H 2.100 -1.070 0.474
10 H 0.124 -0.016 1.356
11 H 0.438 1.529 0.653
12 H -0.501 1.206 -1.469
13 H 0.356 -0.217 -2.120
14 H -2.067 0.933 0.175
15 H -2.803 -0.559 -0.458
16 H -2.129 -0.540 1.205

Calculated values
* energy above the lowest of the compared OMol25 structures with the same formula, charge and spin: 51.4 kcal/mol
* HOMO level: -9.08 eV
* SMILES: CCCC(C)=O
* E: -271.67078 Ha

Computed, not measured: C5H10O in the gas phase, with wB97M-V/def2-TZVPD.

CARTESIAN COORDINATES (ANGSTROEM)
1 C -1.819 0.865 0.096
2 C -1.247 -0.506 0.467
3 C 0.233 -0.519 0.849
4 C 1.103 0.584 -1.278
5 C 2.249 -0.041 -0.583
6 O 1.025 -0.798 -0.333
7 H -1.244 1.309 -0.720
8 H -1.777 1.552 0.950
9 H -2.869 0.773 -0.203
10 H -1.366 -1.202 -0.373
11 H -1.818 -0.934 1.301
12 H 0.459 -1.337 1.541
13 H 0.556 0.433 1.282
14 H 1.024 0.084 -2.257
15 H 2.974 -0.689 -1.080
16 H 2.661 0.423 0.316

Calculated values
* energy above the lowest of the compared OMol25 structures with the same formula, charge and spin: 108.4 kcal/mol
* HOMO level: -7.99 eV
* E: -271.57979 Ha

Computed, not measured: C5H10O in the gas phase, with wB97M-V/def2-TZVPD.

CARTESIAN COORDINATES (ANGSTROEM)
1 C -0.946 0.198 1.717
2 C 0.453 0.254 1.111
3 C 0.460 1.020 -0.183
4 O 1.545 0.759 -1.062
5 C 0.256 0.311 -1.446
6 C 0.064 -1.200 -1.495
7 H -1.304 1.195 1.997
8 H -0.961 -0.430 2.613
9 H -1.660 -0.217 0.996
10 H 1.165 0.693 1.819
11 H 0.823 -0.750 0.887
12 H 0.181 2.074 -0.112
13 H -0.144 0.865 -2.297
14 H -0.513 -1.592 -0.649
15 H 1.036 -1.709 -1.483
16 H -0.457 -1.471 -2.412

Calculated values
* energy above the lowest of the compared OMol25 structures with the same formula, charge and spin: 27.3 kcal/mol
* HOMO level: -10.08 eV
* SMILES: CC[C@H]1O[C@H]1C
* E: -271.70909 Ha

Computed, not measured: a molecular structure, C5H10O in a non-equilibrium geometry, with wB97M-V/def2-TZVPD.

CARTESIAN COORDINATES (ANGSTROEM)
1 C -1.283 -1.469 0.015
2 C -0.538 -0.273 0.476
3 C -0.600 1.693 -0.561
4 C 0.898 -0.526 0.926
5 C 1.517 0.249 -0.216
6 O 0.259 0.433 -0.979
7 H -2.209 -1.236 -0.531
8 H -1.601 -1.962 0.951
9 H -0.694 -2.198 -0.565
10 H -1.367 1.692 -1.334
11 H 0.127 2.472 -0.694
12 H -1.126 1.875 0.397
13 H 1.169 -1.588 0.895
14 H 1.195 -0.076 1.883
15 H 2.326 -0.307 -0.731
16 H 1.926 1.221 0.068

Calculated values
* energy above the lowest of the compared OMol25 structures with the same formula, charge and spin: 140.0 kcal/mol
* HOMO level: -6.66 eV
* E: -271.52948 Ha

Computed, not measured: C5H10O in the gas phase in a non-equilibrium geometry, with wB97M-V/def2-TZVPD.

CARTESIAN COORDINATES (ANGSTROEM)
1 C 2.322 -0.171 -0.017
2 C 1.479 1.036 -0.099
3 O 0.228 0.952 -0.419
4 C -0.448 -0.110 -0.844
5 C -1.614 -0.426 1.309
6 C -1.800 -0.148 -0.196
7 H 3.180 0.015 0.634
8 H 2.697 -0.527 -0.988
9 H 1.726 -1.002 0.404
10 H -0.750 0.141 1.678
11 H 1.785 2.038 0.169
12 H 0.124 -1.035 -0.930
13 H -1.405 -1.487 1.484
14 H -2.478 -0.135 1.913
15 H -2.430 -0.916 -0.658
16 H -2.308 0.815 -0.338

Calculated values
* energy above the lowest of the compared OMol25 structures with the same formula, charge and spin: 81.7 kcal/mol
* HOMO level (spin up / spin down): -6.88 / -7.26 eV
* E: -271.62244 Ha

Computed, not measured: a molecular structure, C5H10O, with wB97M-V/def2-TZVPD.

CARTESIAN COORDINATES (ANGSTROEM)
1 C -0.979 -0.997 -0.922
2 C -0.114 -0.052 -0.112
3 C -0.575 1.399 -0.241
4 C 0.295 -0.430 1.310
5 C 1.680 0.194 1.090
6 O 1.321 -0.238 -0.600
7 H -1.074 -0.630 -1.951
8 H -0.536 -1.994 -0.948
9 H -1.988 -1.073 -0.500
10 H -0.162 2.013 0.563
11 H -1.672 1.455 -0.219
12 H -0.258 1.822 -1.201
13 H -0.274 0.063 2.105
14 H 0.232 -1.522 1.446
15 H 2.476 -0.537 1.285
16 H 1.628 0.529 -1.104

Calculated values
* energy above the lowest of the compared OMol25 structures with the same formula, charge and spin: 97.1 kcal/mol
* HOMO level: -7.42 eV
* E: -271.59786 Ha

Computed, not measured: a molecular structure, C5H10O in a non-equilibrium geometry, with wB97M-V/def2-TZVPD.

CARTESIAN COORDINATES (ANGSTROEM)
1 C -0.755 -0.021 1.690
2 C -0.618 0.810 0.438
3 C 0.749 1.279 -0.066
4 C -0.050 0.287 -0.830
5 C 0.561 -1.319 -0.883
6 O -0.603 0.481 -2.087
7 H -0.702 0.621 2.575
8 H -1.719 -0.544 1.711
9 H 0.037 -0.773 1.774
10 H -1.423 1.532 0.293
11 H 0.863 2.297 -0.431
12 H 1.619 0.876 0.443
13 H 1.093 -1.654 -1.817
14 H -0.178 -2.110 -0.661
15 H 1.327 -1.288 -0.128
16 H -0.202 -0.474 -2.019

Calculated values
* energy above the lowest of the compared OMol25 structures with the same formula, charge and spin: 75.9 kcal/mol
* HOMO level: -9.19 eV
* E: -271.63166 Ha

> Which value of E does entry 7 give?

-271.57979 Ha